Below is an isolated ion of composition C7H16N and charge +2, with properties calculated with ωB97M-V with the def2-TZVPD basis set.

E_HOMO (spin up / spin down)   -19.1 / -20.2 eV
⟨S²⟩   0.7524
2S+1   2
Total charge   +2

Structure (XYZ):
```
24
C7H16N | the Open Molecules 2025 dataset | ωB97M-V with the def2-TZVPD basis set
C -0.86651 2.69386 -0.02796
C -0.90936 1.16938 0.18765
C 0.16479 0.51855 1.04901
C 1.44311 0.26766 0.23696
C 1.00790 -3.19811 -1.47335
C 1.30655 -2.19740 -0.42279
C 1.40909 -0.86580 -0.77530
N -2.21836 0.89208 1.00711
H -1.86463 3.08318 0.19279
H -0.44275 2.86789 -1.01647
H -0.18643 3.21046 0.65779
H -0.98580 0.77251 -0.82910
H 0.47442 1.17548 1.86922
H -0.12539 -0.37442 1.61536
H 2.28738 -0.11931 0.84041
H 1.81010 1.15362 -0.28068
H -0.09995 -3.20743 -1.58862
H 1.46305 -3.08013 -2.45785
H 1.24690 -4.17441 -1.04190
H 1.23540 -2.56938 0.59161
H 1.55288 -0.53452 -1.79965
H -2.99553 0.96625 0.34061
H -2.31997 -0.04604 1.39378
H -2.38688 1.59602 1.73137
```


Below is a 2-piece molecular cluster, C7H16N2 overall, with properties calculated with ωB97M-V with the def2-TZVPD basis set.

E_HOMO   -8.0 eV
2S+1   1

Structure (XYZ):
```
25
C7H16N2 | the Open Molecules 2025 dataset | ωB97M-V with the def2-TZVPD basis set
C 0.10388 -1.90900 0.69785
C 0.82002 -1.00254 -0.00430
C 2.30881 -0.94094 0.20969
N 0.21881 -0.23123 -1.01383
C -0.20160 -0.91807 -2.24669
C 0.59039 1.17263 -1.22817
H 0.52365 -2.41690 1.55562
H -0.95304 -2.05057 0.51446
H 2.79871 -0.14684 -0.36085
H 2.77581 -1.88665 -0.08820
H 2.53552 -0.77111 1.26652
H -0.49875 -0.21096 -3.02716
H -1.04468 -1.58297 -2.04169
H 0.62023 -1.52200 -2.64614
H 1.14723 1.30796 -2.15948
H -0.32334 1.77106 -1.29567
H 1.19699 1.56784 -0.40907
H -3.68380 1.35072 0.48620
N -2.92443 1.80899 1.00080
C -1.89976 1.03227 1.07639
C -0.75545 1.31558 2.10689
H -1.91890 0.04871 0.58652
H 0.08525 1.72201 1.53915
H -0.43073 0.42752 2.65298
H -1.09080 2.06446 2.82817
```


So what do the calculations give for max |F|? Going down the list: 0.0501 0.0383 Eh/bohr.
So what do the calculations give for ΔE to the lowest compared entry with this formula, charge and spin? Going down the list: 1.174 2.604 eV.
So what do the calculations give for total energy? Going down the list: -330.3413 -385.7449 hartree.